This record from the OMol25 dataset describes a structure of composition C59H47CdI4N8O2S in a non-equilibrium geometry. The level of theory is ωB97M-V/def2-TZVPD.

Net charge ... -1
Maximum force ... 0.0859 hartree/bohr

Positions of all 122 atoms, in Å:
Cd (18.652257, 18.986591, 13.097054)
I (19.435024, 27.381287, 9.624302)
C (19.252043, 25.811297, 11.018814)
C (18.690788, 25.962011, 12.296289)
C (18.526378, 24.869687, 13.175133)
C (18.832039, 23.582772, 12.697453)
C (19.363534, 23.464888, 11.413322)
C (19.659126, 24.569624, 10.598729)
C (18.613861, 22.242076, 13.428544)
C (17.365022, 21.686171, 13.421981)
C (16.129957, 22.341727, 13.208859)
C (15.177530, 21.409438, 13.425958)
C (15.818859, 20.208523, 13.837676)
C (15.220946, 18.943542, 13.987346)
C (13.737979, 19.005079, 13.892551)
C (13.060602, 18.470176, 12.817649)
C (11.671193, 18.460971, 12.815940)
C (11.014098, 19.030314, 13.871370)
I (8.920803, 19.154790, 13.771002)
C (11.698245, 19.589103, 14.942170)
C (13.037660, 19.695879, 14.927771)
C (15.844928, 17.759000, 14.018061)
N (17.194957, 17.444994, 13.852143)
C (17.431443, 16.168502, 13.820606)
C (18.708531, 15.448547, 13.733277)
C (18.750511, 14.075013, 13.312247)
C (18.642694, 13.036646, 14.202192)
C (18.906604, 11.752220, 13.843998)
C (19.123897, 11.430116, 12.516517)
I (19.627577, 9.582395, 11.681998)
C (19.095667, 12.454851, 11.566442)
C (18.814531, 13.790696, 11.976438)
C (19.895575, 16.162827, 13.907974)
C (21.276422, 15.494063, 13.772624)
C (22.153333, 16.530085, 13.952376)
C (21.423265, 17.746072, 14.232811)
N (20.043695, 17.448402, 14.157861)
C (22.045217, 18.983880, 14.407779)
C (21.433309, 20.284521, 14.242039)
C (22.081045, 21.560651, 14.185535)
C (21.081003, 22.441799, 13.840531)
C (19.878742, 21.709599, 13.724777)
N (20.120326, 20.389469, 14.064580)
C (23.528848, 18.921257, 14.771088)
C (24.011682, 18.299469, 15.957085)
C (25.400754, 18.262884, 16.256081)
C (26.236890, 18.973804, 15.398307)
I (28.270495, 19.089524, 15.902118)
C (25.797362, 19.699911, 14.279378)
C (24.482067, 19.614105, 13.959435)
C (16.148141, 15.467225, 13.946756)
C (15.225917, 16.385106, 14.084988)
N (17.140707, 20.413305, 13.886270)
H (18.389722, 26.995164, 12.558511)
H (18.099392, 25.014873, 14.174755)
H (19.641698, 22.556165, 10.978735)
H (20.252984, 24.370837, 9.702928)
H (16.070122, 23.394533, 13.023555)
H (14.078642, 21.515849, 13.256753)
H (13.506955, 18.032799, 11.924400)
H (11.075645, 18.015696, 12.078844)
H (11.181673, 20.043907, 15.750560)
H (13.646830, 20.209328, 15.758938)
H (18.367872, 13.181466, 15.232066)
H (18.800695, 10.907767, 14.533330)
H (19.383362, 12.244615, 10.526203)
H (18.938294, 14.624930, 11.269014)
H (21.539353, 14.452400, 13.509785)
H (23.231642, 16.330886, 13.892723)
H (23.088559, 21.688573, 14.526020)
H (21.231717, 23.534460, 13.703442)
H (23.317302, 17.904846, 16.689228)
H (25.757885, 17.761528, 17.156102)
H (26.459643, 20.294821, 13.684986)
H (24.023957, 20.164414, 13.140718)
H (16.014288, 14.392181, 13.768576)
H (14.142485, 16.198342, 14.035889)
C (22.609661, 19.971725, 10.503767)
C (21.757252, 19.010380, 9.640914)
N (20.549236, 19.827062, 9.280022)
C (20.724903, 20.889223, 8.304791)
C (20.061534, 20.537817, 6.988447)
C (19.297303, 19.698312, 9.834911)
S (18.952826, 18.221475, 10.671750)
N (18.470868, 20.716780, 9.527440)
C (17.188973, 20.815170, 9.945095)
O (16.539090, 20.022288, 10.653398)
C (16.405081, 21.990576, 9.377796)
C (17.004484, 22.960619, 8.525201)
C (16.261801, 24.027708, 8.067412)
C (14.910278, 24.165057, 8.394096)
C (14.316816, 23.231815, 9.225146)
C (15.080413, 22.196320, 9.750355)
H (22.853932, 20.876185, 9.928963)
H (23.615214, 19.484076, 10.762900)
H (22.149783, 20.279405, 11.422549)
H (21.420382, 18.166904, 10.138807)
H (22.255653, 18.710241, 8.682770)
H (21.788671, 20.896536, 8.080590)
H (20.354687, 21.919862, 8.606022)
H (20.351975, 19.543738, 6.679889)
H (20.323750, 21.214394, 6.172545)
H (18.929110, 20.466659, 7.021757)
H (18.048106, 22.858054, 8.369400)
H (16.645544, 24.828058, 7.468092)
H (14.249037, 24.956373, 8.021626)
H (13.255863, 23.368339, 9.523292)
H (14.784306, 21.343140, 10.417219)
O (15.291827, 17.394810, 10.637772)
H (15.750513, 18.255366, 10.740181)
H (15.577512, 16.898146, 11.406651)
C (16.731722, 17.504563, 7.198198)
N (15.436594, 18.143057, 6.870662)
C (15.228549, 19.455986, 7.491819)
C (14.827869, 17.768458, 5.724481)
N (14.335511, 17.396814, 4.745522)
H (16.914453, 17.866271, 8.233646)
H (17.486895, 17.874168, 6.535986)
H (16.633959, 16.427244, 7.088703)
H (15.105406, 19.413159, 8.557809)
H (14.304419, 19.928162, 7.144271)
H (16.036773, 20.128475, 7.312118)

Forces on atoms 1 to 2 (eV/Å):
0.20 -0.55 0.06
-0.04 -0.02 0.43

This record from the OMol25 dataset describes a structure of composition C59H48FN3O2P3Ti in a non-equilibrium geometry. The level of theory is ωB97M-V/def2-TZVPD.

Multiplicity ... 2
Net charge ... 0
Maximum force ... 0.1038 hartree/bohr

Positions of all 117 atoms, in Å:
Ti (-0.157199, 0.358624, -0.031308)
O (-0.064199, -0.663676, 1.488292)
C (-0.269599, 0.571124, 2.039092)
C (-1.434099, 0.687724, 2.912692)
C (-1.389199, 1.017924, 4.272992)
C (-2.532899, 0.938024, 5.042592)
C (-3.738699, 0.532924, 4.488492)
C (-3.825599, 0.314324, 3.120892)
C (-2.694099, 0.421224, 2.333192)
P (-2.676299, 0.531024, 0.506892)
C (-4.225499, -0.329376, 0.051592)
C (-5.497499, 0.214324, 0.207992)
C (-6.613199, -0.524076, -0.141008)
C (-6.475899, -1.813176, -0.631508)
C (-5.213099, -2.369376, -0.770208)
C (-4.094199, -1.625276, -0.440208)
C (-3.127199, 2.301524, 0.366292)
C (-2.594399, 3.242224, 1.243492)
C (-2.862199, 4.589524, 1.073092)
C (-3.643499, 5.018724, 0.014392)
C (-4.177999, 4.090124, -0.864608)
C (-3.925999, 2.743024, -0.688608)
H (-0.449899, 1.300424, 4.728392)
H (-2.482899, 1.166424, 6.097892)
H (-4.615899, 0.432024, 5.109592)
H (-4.782399, 0.078524, 2.676592)
H (-5.614399, 1.216724, 0.595692)
H (-7.597499, -0.092376, -0.026108)
H (-7.352399, -2.380776, -0.910108)
H (-5.107199, -3.381576, -1.135208)
H (-3.096899, -2.039076, -0.557108)
H (-1.970099, 2.927424, 2.068892)
H (-2.445499, 5.306424, 1.764892)
H (-3.828499, 6.071924, -0.132308)
H (-4.791299, 4.412824, -1.692308)
H (-4.358199, 2.024324, -1.371708)
O (0.206301, 2.065224, -0.178408)
C (0.317801, 3.254524, 0.354292)
C (-0.073899, 4.361424, -0.407008)
C (0.098301, 5.654124, 0.035792)
C (0.713201, 5.879824, 1.269792)
C (1.116601, 4.823524, 2.043092)
C (0.916101, 3.474024, 1.648492)
C (1.365701, 2.432124, 2.494092)
N (0.955401, 1.122624, 2.576592)
C (1.750901, 0.468924, 3.495092)
C (2.641601, 1.345724, 3.998992)
N (2.390001, 2.567124, 3.415092)
H (-0.512299, 4.155824, -1.375408)
H (-0.226599, 6.485124, -0.572808)
H (0.866101, 6.891124, 1.614892)
H (1.582601, 5.017224, 3.000692)
H (1.594501, -0.567976, 3.714492)
H (3.410901, 1.211824, 4.732492)
H (2.956401, 3.391524, 3.507592)
C (2.429601, -2.607676, 1.374492)
N (2.143001, -2.000176, 0.062392)
P (2.456301, -0.268876, 0.121592)
C (4.239101, -0.274376, 0.606392)
C (5.110801, -1.318476, 0.311492)
C (6.468601, -1.171776, 0.515992)
C (6.975901, 0.021724, 1.003492)
C (6.114601, 1.065524, 1.300192)
C (4.753101, 0.917624, 1.101492)
C (2.953001, 0.176024, -1.587408)
C (2.748601, 1.508924, -1.931108)
C (3.133301, 1.979624, -3.171708)
C (3.722601, 1.118524, -4.082808)
C (3.956001, -0.200976, -3.734208)
C (3.591401, -0.667976, -2.487208)
P (0.465401, -2.185376, -0.454908)
C (0.612401, -3.241976, -1.949108)
C (-0.620799, -3.519376, -2.532208)
C (-0.707599, -4.309376, -3.659608)
C (0.450601, -4.808376, -4.235508)
C (1.682401, -4.519276, -3.675208)
C (1.765301, -3.746876, -2.528808)
C (-0.114799, -3.561976, 0.621792)
C (0.479801, -4.819376, 0.523692)
C (0.097201, -5.842976, 1.367392)
C (-0.903399, -5.633976, 2.302892)
C (-1.534799, -4.403676, 2.372292)
C (-1.144499, -3.371376, 1.534492)
H (3.378801, -2.231576, 1.761892)
H (2.505001, -3.690276, 1.266692)
H (1.647601, -2.392376, 2.111792)
H (4.724001, -2.247176, -0.082508)
H (7.135001, -1.990276, 0.281492)
H (8.040301, 0.135224, 1.146992)
H (6.509701, 1.998424, 1.673892)
H (4.075701, 1.737724, 1.306792)
H (2.277301, 2.177824, -1.220108)
H (2.973701, 3.017224, -3.428308)
H (3.998401, 1.476124, -5.064108)
H (4.434901, -0.867176, -4.437508)
H (3.784401, -1.693176, -2.215508)
H (-1.513899, -3.100376, -2.081908)
H (-1.671199, -4.533976, -4.093608)
H (0.391701, -5.420876, -5.123508)
H (2.584201, -4.900076, -4.133508)
H (2.725201, -3.543376, -2.079608)
H (1.252601, -4.990476, -0.212508)
H (0.584801, -6.804476, 1.295892)
H (-1.187399, -6.430876, 2.973492)
H (-2.329099, -4.244776, 3.086792)
H (-1.622499, -2.401876, 1.606892)
F (-0.955299, 0.792124, -6.240008)
C (-0.852799, 0.615924, -4.894608)
C (0.175601, -0.149776, -4.386508)
C (0.267901, -0.298776, -3.012308)
C (-0.613999, 0.294224, -2.099008)
C (-1.637099, 1.044824, -2.688108)
C (-1.777999, 1.207124, -4.057408)
H (0.889801, -0.615176, -5.049708)
H (1.086401, -0.916376, -2.656108)
H (-2.362199, 1.539124, -2.050008)
H (-2.586599, 1.789224, -4.475908)

Forces on atoms 1 to 2 (eV/Å):
-1.29 -3.85 -0.52
0.21 -1.32 2.12

Asked for ΔE to the lowest compared entry with this formula, charge and spin across the records above, the calculation gives 3.0 191.5 kJ/mol in order.